a) Computed, not measured: an isolated molecule of C4H13N3, with the ωB97M-V functional and the def2-TZVPD basis.

Last column: Mulliken charge in e.
Geometry (Å):
C1 -0.092 -1.060 0.422  -0.5921
C2 1.297 -0.402 0.387  -0.5821
C3 1.791 -0.064 -1.029  -0.6016
N1 2.712 1.026 -1.195  -0.5871
N2 -1.074 -0.317 -0.390  -0.3870
C4 -2.427 -0.285 0.290  -0.4507
N3 -2.693 1.011 0.868  -0.6130
H1 -0.467 -1.298 1.423  0.3770
H2 -0.070 -2.145 0.183  0.2802
H3 1.999 -1.129 0.840  0.3315
H4 1.290 0.347 1.187  0.2940
H5 0.881 0.191 -1.603  0.3893
H6 2.208 -0.910 -1.570  0.3150
H7 3.570 0.878 -0.679  0.2203
H8 2.339 1.934 -0.956  0.2233
H9 -0.806 0.652 -0.470  0.2572
H10 -3.128 -0.526 -0.519  0.2942
H11 -2.558 -1.038 1.073  0.3567
H12 -2.071 1.390 1.565  0.2241
H13 -2.701 1.747 0.173  0.2509

Output
HOMO-LUMO gap in eV: 9.53
E_HOMO in eV: -8.52
Spin multiplicity: 1



b) Computed, not measured: an isolated molecule of C4H13N3, with the ωB97M-V functional and the def2-TZVPD basis.

Last column: Mulliken charge in e.
Geometry (Å):
C1 0.060 -0.459 -0.179  0.2103
C2 0.241 -0.288 1.313  -0.6315
C3 -0.216 1.998 -0.603  -1.0073
C4 0.291 -1.703 2.001  -1.2253
N1 0.616 0.824 -0.790  0.0223
N2 0.901 0.571 -2.161  -0.7322
N3 -1.324 -0.666 -0.543  -0.5745
H1 0.727 -1.250 -0.553  0.3618
H2 0.068 0.694 -2.744  0.2143
H3 1.600 1.244 -2.467  0.2487
H4 -1.406 -0.991 -1.499  0.2109
H5 -1.800 -1.283 0.103  0.1991
H6 1.185 0.217 1.512  0.2856
H7 -0.596 0.273 1.729  0.3705
H8 -1.218 1.879 -1.041  0.3412
H9 -0.321 2.195 0.461  0.3107
H10 0.274 2.859 -1.065  0.3601
H11 -0.636 -2.250 1.843  0.3284
H12 0.436 -1.570 3.071  0.3597
H13 1.119 -2.292 1.612  0.3472

Output
HOMO-LUMO gap in eV: 9.82
E_HOMO in eV: -8.68
Spin multiplicity: 1



Verdict on stability: b) comes out on top.



a) Computed, not measured: a cluster of 2 separate species, C4H13N3 in total, with the ωB97M-V functional and the def2-TZVPD basis.

Last column: Mulliken charge in e.
Geometry (Å):
N1 2.449 0.828 2.916  -0.6636
C1 -0.951 -2.292 -1.164  -1.1751
C2 -1.537 -1.119 -1.878  -0.1632
N2 -1.632 0.111 -1.071  -0.3680
C3 -0.331 0.541 -0.664  -0.1203
C4 -0.332 1.475 0.567  -0.6180
N3 1.014 1.873 0.913  -0.4747
H1 -1.365 -2.324 -0.151  0.3285
H2 1.506 0.554 2.699  0.2336
H3 -1.134 -3.292 -1.573  0.3572
H4 0.140 -2.229 -1.062  0.3372
H5 -0.944 -0.942 -2.802  0.2412
H6 -2.570 -1.322 -2.201  0.3366
H7 2.689 1.433 2.146  0.2666
H8 0.247 -0.350 -0.363  0.2040
H9 0.085 1.038 -1.542  0.2596
H10 -0.896 2.415 0.530  0.3626
H11 -0.751 0.963 1.434  0.2555
H12 3.052 0.026 3.040  0.2005
H13 1.259 2.611 0.228  0.1997

Output
HOMO-LUMO gap in eV: 4.48
E_HOMO in eV: -7.53
Spin multiplicity: 1



b) Computed, not measured: an isolated molecule of C4H13N3, with the ωB97M-V functional and the def2-TZVPD basis.

Last column: Mulliken charge in e.
Geometry (Å):
N1 2.204 -1.561 0.236  -0.6012
C1 2.376 -0.245 -0.441  -0.5633
C2 1.254 0.770 -0.283  -0.6846
N2 -0.033 0.185 -0.460  -0.3207
C3 -1.173 1.018 -0.029  -0.7909
C4 -2.444 0.196 -0.270  -0.4562
N3 -2.466 -0.822 0.815  -0.5642
H1 2.550 -1.486 1.190  0.1897
H2 2.888 -2.130 -0.247  0.2583
H3 3.316 0.256 -0.193  0.3757
H4 2.360 -0.543 -1.500  0.3627
H5 1.378 1.652 -0.921  0.2952
H6 1.433 1.226 0.726  0.2931
H7 -0.078 -0.712 0.013  0.4076
H8 -1.204 1.824 -0.773  0.3550
H9 -1.089 1.529 0.927  0.3901
H10 -2.337 -0.266 -1.250  0.3049
H11 -3.287 0.869 -0.105  0.3589
H12 -2.282 -0.478 1.741  0.1741
H13 -3.366 -1.283 0.824  0.2158

Output
HOMO-LUMO gap in eV: 9.58
E_HOMO in eV: -8.42
Spin multiplicity: 1



c) Computed, not measured: a cluster of 2 separate species, C4H13N3 in total, with the ωB97M-V functional and the def2-TZVPD basis.

Last column: Mulliken charge in e.
Geometry (Å):
C1 -1.208 0.226 -1.334  -0.8066
C2 -1.429 1.398 -0.715  0.0288
N1 -1.111 1.651 0.611  -0.2650
C3 -1.719 2.842 1.216  -0.9581
H1 -0.996 -0.644 -0.729  0.2014
H2 -1.193 0.140 -2.409  0.2257
H3 -1.859 2.247 -1.236  0.3121
H4 -1.189 0.845 1.214  0.2480
H5 -1.529 2.822 2.285  0.3359
H6 -1.281 3.735 0.773  0.2981
H7 -2.798 2.869 1.036  0.3479
N2 1.938 -0.714 0.254  -0.5541
C4 2.067 -2.154 0.375  -0.4139
N3 1.288 -3.006 -0.526  -0.6076
H8 2.025 -0.388 -0.702  0.2710
H9 0.989 -0.426 0.463  0.1617
H10 3.118 -2.393 0.211  0.3275
H11 1.772 -2.429 1.388  0.3421
H12 0.297 -2.798 -0.466  0.2603
H13 1.529 -2.774 -1.485  0.2450

Output
HOMO-LUMO gap in eV: 9.24
E_HOMO in eV: -8.28
Spin multiplicity: 1



d) Computed, not measured: a cluster of 2 separate species, C4H13N3 in total, with the ωB97M-V functional and the def2-TZVPD basis.

Last column: Mulliken charge in e.
Geometry (Å):
C1 2.008 1.467 0.334  -1.2145
C2 -2.118 1.434 -0.443  -0.3146
C3 -2.527 -0.935 0.014  -0.8139
C4 2.168 -0.024 0.101  -0.3758
N1 1.061 -2.090 0.297  -0.7570
N2 -1.836 0.236 -0.502  -0.2897
N3 0.946 -0.698 0.253  -0.0195
H1 1.712 1.944 -0.486  0.2970
H2 1.220 1.430 1.142  0.2976
H3 2.887 1.861 0.658  0.3926
H4 -1.446 2.056 -0.813  0.3402
H5 0.280 -0.421 -0.372  0.1940
H6 -3.045 2.031 0.061  0.1762
H7 -3.650 -0.673 0.368  0.2990
H8 -2.495 -1.828 -0.757  0.2268
H9 -2.047 -1.165 0.860  0.3299
H10 2.546 -0.101 -0.886  0.2707
H11 2.966 -0.318 0.739  0.5002
H12 1.143 -2.416 -0.677  0.2111
H13 0.209 -2.471 0.710  0.2496

Output
HOMO-LUMO gap in eV: 9.44
E_HOMO in eV: -8.38
Spin multiplicity: 1



Verdict on stability: b) comes out on top.



a) Computed, not measured: an isolated molecule of C4H13N3, with the ωB97M-V functional and the def2-TZVPD basis.

Last column: Mulliken charge in e.
Geometry (Å):
C1 -0.261 0.502 0.948  -0.5737
C2 0.305 1.571 0.040  -0.8554
C3 0.106 1.259 -1.458  -0.2989
N1 -0.490 2.387 -2.145  -0.6160
N2 0.535 -0.707 0.862  -0.3802
C4 -0.167 -1.919 1.194  -0.3895
N3 0.630 -3.057 0.808  -0.5625
H1 -1.316 0.282 0.731  0.3426
H2 -0.226 0.866 1.981  0.3552
H3 1.352 1.754 0.284  0.2592
H4 -0.181 2.530 0.207  0.4491
H5 -0.504 0.355 -1.529  0.2527
H6 1.050 1.049 -1.971  0.3178
H7 -1.427 2.614 -1.836  0.1813
H8 -0.457 2.332 -3.148  0.2040
H9 1.052 -0.810 -0.005  0.2912
H10 -0.424 -1.867 2.255  0.2146
H11 -1.114 -2.008 0.635  0.3810
H12 1.444 -3.225 1.388  0.2159
H13 0.091 -3.908 0.759  0.2115

Output
HOMO-LUMO gap in eV: 9.66
E_HOMO in eV: -8.52
Spin multiplicity: 1



b) Computed, not measured: an isolated molecule of C4H13N3, with the ωB97M-V functional and the def2-TZVPD basis.

Last column: Mulliken charge in e.
Geometry (Å):
C1 1.038 1.047 -0.204  -0.5633
N1 0.136 -0.172 -0.497  -0.4194
C2 0.295 -1.180 0.653  -0.3241
C3 -0.376 -2.494 0.349  -0.5022
N2 -1.649 -2.724 1.041  -0.5908
C4 0.787 2.381 -1.115  -0.5491
N3 -0.413 3.174 -0.515  -0.5944
H1 2.109 0.804 -0.123  0.3133
H2 0.732 1.291 0.813  0.3735
H3 -0.721 0.172 -0.766  0.2058
H4 -0.029 -0.748 1.607  0.3299
H5 1.420 -1.389 0.729  0.2263
H6 -0.346 -2.551 -0.748  0.3205
H7 0.231 -3.327 0.689  0.2749
H8 -2.039 -3.661 1.017  0.2167
H9 -1.597 -2.290 1.986  0.1953
H10 0.603 2.004 -2.178  0.2624
H11 1.666 3.008 -1.130  0.3922
H12 -0.552 4.019 -1.053  0.2188
H13 -1.294 2.637 -0.553  0.2138

Output
HOMO-LUMO gap in eV: 9.68
E_HOMO in eV: -8.52
Spin multiplicity: 1



c) Computed, not measured: an isolated molecule of C4H13N3, with the ωB97M-V functional and the def2-TZVPD basis.

Last column: Mulliken charge in e.
Geometry (Å):
C1 0.603 0.393 -0.249  0.7268
C2 -1.081 -1.480 0.550  -0.7681
C3 -0.655 -0.260 -0.676  -1.0779
C4 0.590 1.494 -1.753  -1.3233
N1 0.532 1.041 0.972  -0.3575
N2 1.792 -0.339 -0.304  -0.4579
N3 -1.258 -0.881 1.875  -0.4992
H1 1.660 -1.343 -0.374  0.1667
H2 2.607 0.148 0.041  0.2243
H3 0.298 1.986 1.274  0.1342
H4 0.924 0.535 1.760  0.2051
H5 -1.442 -1.598 2.577  0.2168
H6 -2.079 -0.279 1.867  0.1934
H7 -2.005 -1.960 0.209  0.3665
H8 -0.307 -2.249 0.597  0.4010
H9 -1.525 0.391 -0.618  0.3919
H10 -0.590 -0.815 -1.608  0.3756
H11 1.260 2.313 -1.472  0.4139
H12 -0.353 1.947 -2.068  0.3503
H13 1.028 0.957 -2.601  0.3175

Output
HOMO-LUMO gap in eV: 8.44
E_HOMO in eV: -7.33
Spin multiplicity: 1



Verdict on stability: a) comes out on top.



a) Computed, not measured: an isolated molecule of C4H13N3, with the ωB97M-V functional and the def2-TZVPD basis.

Last column: Mulliken charge in e.
Geometry (Å):
C1 -0.251 0.566 1.021  -0.6376
N1 -0.329 -0.872 1.180  -0.4035
C2 -1.497 -1.569 0.739  -0.5633
N2 -2.019 -1.149 -0.592  -0.4968
C3 1.111 1.209 0.789  -0.6969
N3 2.001 0.651 -0.246  -0.4211
C4 1.439 0.634 -1.592  -0.7860
H1 -0.702 0.787 0.044  0.4146
H2 -0.762 1.120 1.816  0.3288
H3 0.467 -1.235 0.665  0.3124
H4 -2.307 -1.486 1.456  0.3779
H5 -1.366 -2.664 0.644  0.3188
H6 -3.029 -1.087 -0.551  0.1954
H7 -1.777 -1.724 -1.390  0.1982
H8 1.729 1.278 1.672  0.4100
H9 0.840 2.229 0.414  0.3566
H10 2.830 1.227 -0.311  0.2588
H11 0.852 1.569 -1.769  0.2909
H12 0.616 -0.109 -1.592  0.1719
H13 2.152 0.624 -2.397  0.3707

Output
HOMO-LUMO gap in eV: 9.77
E_HOMO in eV: -8.69
Spin multiplicity: 1



b) Computed, not measured: an isolated molecule of C4H13N3, with the ωB97M-V functional and the def2-TZVPD basis.

Last column: Mulliken charge in e.
Geometry (Å):
N1 -1.584 -0.807 -2.316  -0.5973
C1 -2.221 -0.365 -1.064  -0.6113
C2 -1.375 -0.481 0.149  -0.5773
N2 -0.190 0.385 0.329  -0.2730
C3 0.656 -0.046 1.432  -0.6560
C4 1.939 0.808 1.375  -0.4494
N3 2.699 0.486 0.168  -0.6068
H1 -0.599 -0.583 -2.359  0.2184
H2 -1.682 -1.794 -2.513  0.2128
H3 -3.264 -0.676 -1.044  0.4081
H4 -2.382 0.698 -1.255  0.2660
H5 -1.950 -0.447 1.079  0.3415
H6 -0.901 -1.481 0.088  0.3292
H7 -0.594 1.310 0.465  0.2027
H8 0.241 0.025 2.443  0.3552
H9 0.938 -1.092 1.274  0.3715
H10 1.651 1.858 1.405  0.2838
H11 2.449 0.520 2.290  0.3528
H12 3.551 1.020 0.126  0.2078
H13 2.114 0.577 -0.649  0.2210

Output
HOMO-LUMO gap in eV: 9.98
E_HOMO in eV: -8.82
Spin multiplicity: 1



c) Computed, not measured: a structure of composition C4H13N3, with the ωB97M-V functional and the def2-TZVPD basis.

Last column: Mulliken charge in e.
Geometry (Å):
C1 1.001 -0.439 0.330  0.6837
C2 2.511 -0.142 0.286  -1.4220
C3 -2.192 0.648 -1.063  -1.1585
N1 0.557 -1.358 -0.728  -0.5933
H1 0.788 -0.937 1.282  0.1961
H2 0.597 -0.898 -1.633  0.2296
H3 1.167 -2.167 -0.778  0.2565
H4 3.091 -1.066 0.356  0.3850
H5 2.774 0.351 -0.654  0.3333
H6 2.813 0.509 1.110  0.3452
H7 -2.549 -0.296 -1.462  0.3137
H8 -1.534 1.078 -1.821  0.3852
H9 -3.020 1.323 -0.865  0.3875
C4 0.208 0.851 0.265  -1.5384
N2 -2.668 -0.264 0.935  -0.4738
N3 -1.681 -0.205 1.558  0.1607
H10 -1.633 -0.618 2.520  0.2298
H11 0.505 1.447 -0.604  0.4180
H12 0.309 1.450 1.167  0.3972
H13 -1.043 0.733 -0.201  0.4644

Output
HOMO-LUMO gap (spin up / spin down) in eV: 8.07 / 8.10
E_HOMO (spin up / spin down) in eV: -7.83 / -7.54
Spin multiplicity: 1



Verdict on stability: b) comes out on top.